{
  "formula": "C34H87N5O11S2",
  "method": "ωB97M-V/def2-TZVPD",
  "species": ["C", "C", "C", "O", "H", "H", "H", "H", "H", "H", "H", "H", "C", "C", "C", "O", "H", "H", "H", "H", "H", "H", "H", "H", "C", "C", "C", "O", "C", "N", "H", "H", "H", "H", "H", "H", "H", "H", "H", "H", "H", "C", "C", "C", "O", "C", "N", "H", "H", "H", "H", "H", "H", "H", "H", "H", "H", "H", "C", "C", "C", "O", "C", "N", "H", "H", "H", "H", "H", "H", "H", "H", "H", "H", "H", "C", "C", "C", "O", "C", "N", "H", "H", "H", "H", "H", "H", "H", "H", "H", "H", "H", "C", "C", "C", "O", "C", "N", "H", "H", "H", "H", "H", "H", "H", "H", "H", "H", "H", "C", "C", "C", "S", "O", "O", "C", "H", "H", "H", "H", "H", "H", "H", "H", "C", "C", "C", "S", "O", "O", "C", "H", "H", "H", "H", "H", "H", "H", "H"],
  "positions_angstrom": [[4.178, -0.815, -3.539], [3.161, 0.019, -4.281], [2.784, -0.662, -5.593], [1.998, 0.178, -3.467], [4.370, -0.414, -2.545], [5.122, -0.923, -4.086], [3.881, -1.868, -3.449], [3.622, 0.993, -4.453], [2.774, -1.746, -5.490], [3.531, -0.413, -6.359], [1.847, -0.312, -6.024], [1.504, -0.653, -3.484], [0.165, -7.976, -1.916], [1.306, -7.201, -1.303], [2.422, -8.123, -0.866], [1.827, -6.214, -2.209], [-0.091, -8.764, -1.196], [0.403, -8.488, -2.847], [-0.729, -7.364, -2.028], [0.970, -6.693, -0.394], [2.111, -8.663, 0.034], [3.255, -7.519, -0.497], [2.731, -8.831, -1.632], [2.649, -6.558, -2.570], [-1.859, 3.550, 2.281], [-1.979, 4.597, 1.193], [-0.824, 4.576, 0.224], [-0.841, 5.630, -0.712], [-0.492, 6.875, -0.176], [-3.252, 4.355, 0.474], [-1.670, 2.578, 1.801], [-2.765, 3.441, 2.871], [-0.969, 3.711, 2.887], [-2.023, 5.594, 1.657], [-0.861, 3.654, -0.364], [0.117, 4.548, 0.798], [-1.253, 7.297, 0.492], [-0.337, 7.578, -0.992], [0.431, 6.825, 0.420], [-3.404, 5.113, -0.184], [-4.019, 4.388, 1.138], [-1.890, -1.558, -3.425], [-1.017, -2.373, -4.365], [-0.892, -1.686, -5.683], [-0.249, -2.579, -6.588], [-0.186, -2.068, -7.901], [0.299, -2.531, -3.710], [-1.359, -0.650, -3.127], [-2.166, -2.105, -2.523], [-2.823, -1.256, -3.908], [-1.465, -3.370, -4.455], [-0.287, -0.773, -5.649], [-1.914, -1.484, -6.042], [-1.200, -1.987, -8.320], [0.427, -2.735, -8.495], [0.203, -1.039, -7.890], [0.861, -3.231, -4.178], [0.168, -2.843, -2.748], [0.932, 3.552, 6.160], [2.272, 3.461, 5.465], [2.243, 2.565, 4.240], [1.937, 1.237, 4.616], [1.433, 0.472, 3.539], [2.693, 4.797, 4.990], [0.133, 3.758, 5.451], [0.942, 4.341, 6.914], [0.712, 2.601, 6.645], [3.047, 3.029, 6.113], [3.199, 2.577, 3.695], [1.490, 2.926, 3.519], [2.117, 0.474, 2.687], [0.464, 0.858, 3.185], [1.230, -0.502, 3.969], [2.434, 5.503, 5.671], [3.706, 4.846, 4.950], [2.410, -2.629, -0.724], [1.013, -2.498, -0.139], [0.350, -1.137, -0.318], [0.628, -0.275, 0.749], [0.192, 1.042, 0.468], [0.117, -3.516, -0.751], [2.474, -1.962, -1.583], [2.589, -3.657, -1.045], [3.185, -2.390, 0.003], [0.967, -2.717, 0.938], [-0.736, -1.270, -0.433], [0.736, -0.713, -1.258], [0.733, 1.780, 1.058], [-0.864, 1.100, 0.776], [0.274, 1.263, -0.600], [-0.805, -3.509, -0.324], [0.498, -4.415, -0.470], [-3.630, -0.141, -0.187], [-4.958, 0.624, -0.193], [-5.494, 0.607, 1.232], [-6.486, 1.594, 1.426], [-6.910, 1.637, 2.764], [-4.806, 1.982, -0.718], [-2.989, 0.095, 0.660], [-3.076, 0.026, -1.111], [-3.836, -1.215, -0.066], [-5.744, 0.142, -0.782], [-4.692, 0.776, 1.968], [-5.928, -0.387, 1.424], [-6.059, 1.858, 3.423], [-7.343, 0.673, 3.066], [-7.670, 2.410, 2.840], [-4.039, 2.426, -0.214], [-4.494, 1.943, -1.683], [-1.483, -3.167, 5.418], [-2.696, -3.906, 4.816], [-3.341, -2.935, 3.870], [-2.016, -2.081, 3.022], [-2.499, -0.739, 2.818], [-1.434, -2.768, 1.906], [-0.878, -2.174, 4.420], [-0.688, -3.842, 5.740], [-1.803, -2.707, 6.355], [-3.398, -4.198, 5.599], [-2.399, -4.872, 4.401], [-3.707, -2.109, 4.483], [-4.106, -3.286, 3.184], [-0.833, -1.177, 4.851], [0.100, -2.473, 4.057], [3.470, 2.730, -0.030], [3.846, 4.125, 0.516], [4.485, 4.903, -0.641], [4.497, 3.806, -2.070], [5.655, 2.949, -2.078], [4.193, 4.574, -3.249], [3.071, 2.862, -1.478], [2.685, 2.242, 0.545], [4.348, 2.084, 0.011], [4.523, 4.014, 1.364], [2.965, 4.613, 0.931], [5.459, 5.371, -0.538], [3.742, 5.650, -0.926], [3.143, 1.991, -2.130], [2.208, 3.452, -1.783]],
  "forces_ev_per_angstrom": [[0.7, -0.8, -0.1], [-0.4, -0.9, 0.0], [0.7, 0.5, -0.8], [0.2, 0.7, 0.1], [0.1, 0.0, 0.0], [0.0, 0.5, 0.0], [-0.5, 0.2, 0.2], [-0.5, 0.2, 0.0], [-0.2, 0.0, 0.0], [0.1, -0.2, 0.1], [-0.1, 0.0, 0.3], [-0.2, -0.4, -0.1], [-0.6, -0.4, 0.8], [0.7, -0.2, -0.6], [0.1, 0.1, 1.1], [-0.3, 0.0, 0.2], [-0.1, 0.0, -0.1], [0.2, 0.3, -0.1], [0.1, 0.1, -0.3], [-0.2, 0.3, -0.2], [-0.1, -0.3, -0.3], [0.2, -0.1, -0.4], [0.1, 0.0, -0.1], [0.0, 0.0, 0.0], [0.8, -0.7, -0.7], [-1.2, 0.5, 0.3], [0.2, -0.6, 0.0], [0.0, -0.1, -0.1], [0.2, 0.5, 0.5], [0.6, 0.2, 0.1], [-0.3, 0.1, 0.1], [0.0, 0.2, 0.2], [-0.2, 0.2, 0.4], [0.2, -0.1, 0.1], [-0.1, 0.0, 0.0], [0.0, 0.3, -0.1], [-0.1, -0.1, -0.1], [0.0, -0.1, -0.1], [0.0, -0.1, -0.1], [-0.1, -0.1, -0.1], [0.0, 0.0, -0.1], [-0.2, 0.4, 0.0], [0.5, -0.3, 1.5], [0.0, -0.7, -1.0], [0.1, -0.1, 0.0], [-0.6, 0.5, 0.5], [0.1, 0.5, -0.1], [0.0, 0.0, 0.0], [0.2, -0.1, 0.0], [0.0, 0.0, 0.0], [-0.2, 0.1, -0.6], [-0.3, 0.2, 0.4], [0.2, 0.2, -0.1], [0.1, -0.2, -0.1], [0.1, 0.0, -0.1], [0.3, -0.2, -0.1], [-0.1, 0.0, -0.1], [0.0, -0.2, -0.1], [0.1, -0.4, 0.1], [0.7, 0.3, -0.5], [-0.4, -0.4, -0.5], [-0.1, 0.3, 0.1], [-0.4, 0.4, 0.4], [0.0, 0.0, 0.2], [-0.1, 0.1, -0.1], [0.0, 0.0, 0.1], [-0.1, 0.1, 0.0], [-0.3, 0.0, 0.3], [0.1, 0.1, 0.2], [0.0, 0.1, 0.2], [0.1, -0.4, 0.1], [0.1, 0.1, 0.1], [0.4, -0.3, -0.4], [-0.1, 0.0, 0.0], [0.0, -0.1, -0.2], [-0.2, 0.0, 0.1], [-1.3, -0.7, 1.1], [0.1, -0.4, -0.9], [0.8, 0.5, 0.2], [-0.9, -0.5, 0.2], [0.3, -0.2, -0.2], [0.3, -0.1, 0.0], [0.0, 0.0, -0.1], [0.0, 0.3, 0.0], [0.6, 0.4, 0.0], [0.0, 0.0, 0.1], [-0.2, 0.2, 0.1], [0.2, -0.1, 0.0], [0.1, 0.2, -0.3], [0.1, 0.1, 0.0], [0.1, 0.4, 0.2], [0.0, -0.1, -0.4], [-0.5, -0.9, -0.2], [0.1, 0.4, 0.0], [-0.2, 0.5, 0.3], [-0.1, -0.1, -0.1], [0.1, -0.2, -0.2], [0.1, -0.1, 0.4], [-0.1, 0.4, 0.0], [-0.1, -0.1, -0.1], [0.2, 0.0, -0.2], [0.3, -0.2, -0.3], [0.1, -0.1, -0.1], [0.2, 0.0, 0.1], [-0.1, 0.1, 0.1], [0.0, 0.1, 0.1], [0.0, 0.1, 0.1], [-0.2, 0.3, -0.1], [-0.1, -0.1, 0.0], [0.3, -0.5, 0.6], [0.3, -1.0, 0.4], [0.2, 0.2, 0.0], [-0.1, 0.6, 0.4], [0.2, 0.3, 0.0], [-0.1, -0.7, -0.2], [-0.5, 0.3, 0.3], [-0.2, -0.3, -0.1], [0.0, 0.5, -0.3], [0.0, 0.2, 0.1], [0.1, 0.3, -0.5], [-0.4, 0.0, -0.2], [0.0, -0.1, -0.1], [0.1, 0.1, -0.2], [0.0, 0.0, -0.2], [-0.5, -0.5, 0.4], [0.5, -0.6, 0.4], [-0.8, 0.3, -0.2], [-0.6, 0.4, 0.1], [0.1, 0.0, 0.2], [0.0, 0.0, -0.2], [1.4, 0.4, -1.4], [0.1, 0.1, 0.2], [-0.1, -0.1, 0.0], [0.1, -0.1, -0.1], [0.0, 0.3, -0.3], [0.0, -0.1, 0.3], [0.4, 0.3, -0.3], [-0.4, -0.4, 0.5], [-0.2, 0.0, 0.5]],
  "lowdin_charge": [-0.07, -0.48, -0.05, -0.09, 0.08, 0.09, 0.07, 0.13, 0.08, 0.08, 0.06, 0.03, -0.06, -0.51, -0.07, -0.06, 0.08, 0.08, 0.08, 0.12, 0.08, 0.08, 0.09, 0.08, -0.05, -0.43, -0.22, -0.17, -0.12, 0.05, 0.05, 0.08, 0.07, 0.13, 0.13, 0.12, 0.08, 0.09, 0.09, 0.08, 0.08, -0.07, -0.42, -0.21, -0.20, -0.12, 0.07, 0.08, 0.07, 0.08, 0.14, 0.12, 0.13, 0.09, 0.09, 0.08, 0.08, 0.03, -0.05, -0.44, -0.23, -0.18, -0.09, 0.03, 0.07, 0.08, 0.08, 0.14, 0.13, 0.11, 0.09, 0.08, 0.07, 0.06, 0.07, -0.03, -0.40, -0.21, -0.18, -0.11, 0.04, 0.05, 0.07, 0.08, 0.12, 0.11, 0.11, 0.06, 0.07, 0.10, 0.06, 0.06, -0.07, -0.42, -0.22, -0.19, -0.12, 0.04, 0.04, 0.06, 0.08, 0.14, 0.11, 0.13, 0.08, 0.08, 0.09, 0.03, 0.07, -0.20, -0.22, -0.23, 0.67, -0.33, -0.30, -0.21, 0.11, 0.11, 0.11, 0.12, 0.11, 0.12, 0.10, 0.10, -0.22, -0.20, -0.21, 0.65, -0.31, -0.33, -0.21, 0.08, 0.12, 0.11, 0.10, 0.11, 0.10, 0.08, 0.11],
  "gap_ev": 8.6,
  "smiles": "O=S1(=O)CCCC1.O=S1(=O)CCCC1.COC[C@H](C)N.COC[C@H](C)N.COC[C@H](C)N.COC[C@H](C)N.COC[C@H](C)N.CC(C)O.CC(C)O"
}